[1]
The following is a quantum chemistry calculation of a structure of composition C46H53Cl2N4OPS4W, from the OMol25 dataset.

XYZ file:
```
112
Properties=species:S:1:pos:R:3:lowdin_charge:R:1
H -4.5759 0.9267 0.2025 0.115
H 3.5855 2.3225 0.6922 0.091
C 0.2391 -3.6977 -4.6794 -0.094
C -6.4811 -2.1926 -0.5800 -0.027
C -1.3606 -3.9686 0.3533 -0.221
C -4.0058 -1.6513 -0.7868 -0.207
H 3.1020 3.8079 -3.2787 0.079
H -1.6107 -4.7471 -0.3684 0.119
H -3.4758 -4.9364 0.0338 0.099
C 0.2593 -3.1900 2.9247 -0.159
N -0.1824 -1.3423 1.2727 -0.114
H 1.7817 3.5814 7.9704 0.118
P 1.9046 2.5740 3.1332 0.849
C 1.9948 0.8004 2.5827 -0.319
C 3.1925 2.9956 -4.0058 -0.091
S -0.2751 1.1264 -2.7284 0.818
H -1.7832 -2.5672 2.7032 0.101
C -0.5706 1.0796 1.1752 -0.647
H 4.1681 6.8492 2.6260 0.121
C 2.5294 -2.6678 -3.4777 -0.672
H -2.1443 2.6205 -0.4419 0.116
C 1.0844 0.1332 3.5973 -0.135
C 0.7826 -2.3454 1.7546 -0.205
C 3.6954 3.3146 1.1176 -0.098
C -5.3718 -1.4027 -0.8800 0.020
H -4.3733 0.4047 -2.3730 0.125
H -1.6276 -0.2535 -6.7655 0.089
H 4.0098 2.5924 8.3842 0.119
Cl 3.9757 -2.0216 -2.7796 0.705
H 5.3012 1.6163 6.5125 0.118
C 1.7974 3.1299 5.8749 -0.086
H -0.1837 1.1365 -5.0638 0.097
H 0.4823 -2.6843 3.8665 0.098
H -7.5263 -3.9490 -0.0794 0.120
H 3.5994 -3.5854 -5.0776 0.118
C 1.8572 2.2742 -4.1937 -0.284
H -5.6835 -5.4086 0.0857 0.125
H 3.0263 0.4994 2.7550 0.120
H -2.3859 -0.5679 -3.8093 0.030
H -2.5432 0.9257 -4.7166 0.119
H 1.5603 2.3360 -2.0687 0.031
H 1.5679 -4.5240 -6.1398 0.123
C -4.1025 -4.0730 -0.1208 0.018
C -3.5572 0.5551 -1.6701 -0.228
H -0.6642 -4.0857 -5.1346 0.119
C 2.6244 -3.4149 -4.6395 -0.083
C 1.4699 1.6179 -2.8769 -0.363
C -0.7862 1.4699 2.6823 -0.477
H 5.4257 6.1774 0.6048 0.120
N -2.0946 -2.7476 -0.0175 -0.162
C -3.9267 1.4487 -0.5025 -0.141
H -5.6391 -0.4159 -1.2226 0.102
C 2.3416 3.1424 7.1533 -0.049
C 4.0324 5.8607 2.2036 -0.043
C 0.2813 -0.1272 0.9231 -0.629
S -0.1091 3.1195 3.1782 0.816
H -1.5219 -1.7498 -5.8330 0.055
H -2.8627 2.3300 1.1414 0.121
C -0.2059 0.4412 3.6354 -0.090
S 1.1873 -1.4777 -1.4012 0.683
C -5.4522 -4.3643 -0.0945 -0.023
H 1.9566 1.5345 -4.9866 0.108
C 4.3198 2.0387 6.3334 -0.050
N -3.0645 -0.7397 -1.1756 -0.173
H -0.9797 -5.3941 1.8812 0.130
C 4.5770 4.2097 0.5316 -0.051
H 2.6319 5.2556 3.7071 0.117
C 4.7379 5.4813 1.0690 -0.042
H 2.4699 0.2145 0.4761 0.096
H 1.1195 -2.9663 0.9308 0.076
C 3.1628 4.9655 2.8074 -0.063
C 1.4844 -3.9341 -5.2353 -0.049
Cl -1.3524 -2.6059 -2.7937 0.857
C 1.6236 0.5727 1.0574 -0.413
H -3.0992 -1.0213 -6.1678 0.085
C 3.7921 2.0399 5.0528 -0.074
H 2.0828 0.7423 -2.6454 0.057
C -2.6450 1.8712 0.1742 -0.189
H 3.5263 3.4262 -4.9495 0.082
H -2.6277 -4.7962 1.9019 0.104
N -1.6986 0.7710 0.3842 -0.151
H 5.1387 3.9150 -0.3479 0.116
C -3.4165 -2.8546 -0.2565 -0.221
C -2.0587 -0.8011 -5.9230 -0.080
C 2.5196 2.5735 4.8229 -0.352
H -2.7731 1.0537 -2.2237 0.056
H 3.9700 2.3081 -3.6593 0.079
C -1.9601 0.0075 -4.6305 -0.314
H -0.8623 -0.0045 4.3750 0.133
H 0.8244 -4.1276 2.9308 0.125
H 4.3906 1.6507 4.2330 0.113
C -6.5433 -3.5185 -0.2253 -0.050
C 3.5928 2.5899 7.3837 -0.045
H 1.5212 -0.5502 4.3169 0.129
C -0.5081 0.3794 -4.3518 -0.329
H 1.6765 -1.8071 2.0739 0.113
S 0.8125 2.0849 0.3878 1.003
C 1.2923 -2.4278 -2.8718 -0.655
H -7.4350 -1.6876 -0.6899 0.124
C 0.1826 -2.9488 -3.5218 -0.624
H 1.0899 2.9929 -4.4915 0.119
W -1.1215 -0.9590 -0.5376 1.528
H 0.1688 -0.4823 -4.4116 0.093
H -1.5592 -3.8873 3.8341 0.119
H -4.4550 2.3358 -0.8564 0.136
H -1.8516 1.5891 2.8638 0.100
H 0.8120 3.5436 5.7086 0.078
C -1.5885 -4.4908 1.7738 -0.163
C -1.2335 -3.4945 2.8696 -0.197
H -0.3122 -3.7755 0.1815 0.076
O -1.0907 2.3829 -2.6975 -0.479
C 2.9833 3.6948 2.2545 -0.356
```

Summary:
Orbital gap: 6.63 eV
Energy relative to the best compared isomer or geometry (same formula, charge and spin): 2.812 eV
Charge: +2
Lowest unoccupied orbital energy: -5.70 eV

[2]
The following is a quantum chemistry calculation of a structure of composition C46H55CuGeNO2, from the OMol25 dataset.

XYZ file:
```
106
Properties=species:S:1:pos:R:3:lowdin_charge:R:1
H -4.8996 3.7837 0.0505 0.090
C 2.8410 2.8152 3.1829 -0.112
C -3.5756 0.0116 -1.0117 -0.159
C -4.7678 -0.8283 -1.4586 -0.557
C 1.5290 2.4819 3.5268 -0.300
Cu 1.1507 1.1246 0.6783 0.449
C -2.6043 2.1680 -0.3137 -0.082
H 2.2192 -0.4690 -5.5300 0.097
C 4.6122 -1.9606 -0.9143 -0.536
H -5.2661 -1.4496 0.5668 0.085
C -3.3935 0.9411 3.1301 -0.053
H -0.3150 -0.6994 -5.1128 0.094
H -1.8494 5.3858 -1.2800 0.089
C -1.0584 0.3790 3.3117 -0.278
C -2.3325 -0.5890 -0.8621 0.021
H 0.6535 5.3521 5.1041 0.113
H 2.3044 -4.0830 -4.4170 0.081
H -4.1693 1.6235 2.8076 0.111
H 1.1455 -4.0637 -5.7363 0.095
H 6.2639 -3.2631 -1.3486 0.094
C 1.4478 -1.7342 -3.2295 -0.125
C -3.7298 -0.2561 3.7456 -0.058
Ge 0.7955 0.7782 3.0527 1.178
H -2.1872 -1.6416 -1.0698 0.122
C 2.2915 -0.8274 -0.6717 -0.178
C 3.1097 -0.7131 3.9673 -0.087
H -5.3037 -2.0870 -3.1428 0.088
C 2.2670 -1.5577 -5.5740 -0.030
H -0.2850 3.1661 4.4724 0.105
H -6.3357 0.4905 -0.7061 0.088
H 3.4250 -2.6033 -3.2829 0.101
C -4.1405 4.1626 -0.6368 -0.063
C -5.0442 -1.9046 -0.4000 -0.041
C 0.5243 -1.0994 -2.4857 0.068
H 0.5747 -4.1913 -4.0699 0.095
H 4.7580 -1.8160 4.7808 0.113
C 2.7549 -2.0464 -2.6441 0.082
C 1.2631 4.6403 4.5645 -0.060
H -0.7264 4.0429 -1.0375 0.076
H -0.6397 -1.5195 4.2573 0.097
C -1.4053 -0.8252 3.9349 -0.096
H 3.4631 2.1099 2.6412 0.103
H -4.2154 -0.7603 -3.5649 0.091
H -4.6112 1.8616 -0.9252 0.085
H -5.8986 -2.5163 -0.6944 0.088
C -2.7374 -1.1362 4.1546 -0.065
C 2.5684 4.9608 4.2219 -0.057
H 2.0833 -1.8624 -6.6046 0.094
H 4.0279 -3.9637 3.8128 0.116
C -1.7558 4.2984 -1.2784 -0.033
C -6.0337 0.0089 -1.6373 -0.060
H 2.9736 5.9261 4.4942 0.113
H -5.9062 0.7802 -2.3982 0.091
C -2.4253 4.2684 1.1336 -0.045
C -2.7332 3.6947 -0.2553 -0.524
H 3.4301 0.2213 4.4123 0.101
C 4.5397 -2.5076 0.5145 -0.036
C 3.8585 -1.8621 4.1818 -0.064
H -3.1039 3.8654 1.8894 0.080
H -0.4710 -0.8762 -2.8421 0.113
H -4.7701 -0.5044 3.9093 0.111
C -2.0640 1.2600 2.9182 -0.103
H -1.8010 2.1835 2.4229 0.067
C -0.1767 -1.7809 -5.1518 -0.054
C 3.3577 4.0518 3.5287 -0.063
H 3.9313 -3.4124 0.5549 0.093
H 5.5333 -0.2854 -1.9604 0.095
C 5.4459 -0.6707 -0.9433 -0.024
C 2.2879 -3.1323 2.8730 -0.083
C -3.6634 1.3782 -0.7548 0.036
H -1.9815 3.9399 -2.2843 0.093
H -3.0011 -2.0646 4.6427 0.110
C 1.2100 -2.1924 -4.6590 -0.557
H 0.6362 -2.0412 2.0593 0.104
H 3.2814 -1.8668 -5.3210 0.081
H -1.3954 4.0742 1.4281 0.071
H -2.5716 5.3494 1.1123 0.090
O 2.6510 -0.0548 0.2404 0.012
H -0.2996 -2.0923 -6.1890 0.094
H 1.9690 -4.0760 2.4504 0.115
C 5.3030 -3.0035 -1.7928 -0.053
H 4.1264 -1.7825 1.2123 0.065
N 0.0228 -0.3809 -0.1892 0.132
H 5.0142 0.1032 -0.3134 0.077
O -0.3215 2.1951 0.4302 -0.171
H -4.1875 -2.5669 -0.2709 0.078
H -4.4121 3.8645 -1.6500 0.089
H -0.9699 -2.2538 -4.5709 0.086
C 0.7387 3.4074 4.2113 -0.088
H -4.1748 5.2514 -0.5954 0.089
H 4.7154 -3.9198 -1.8733 0.096
H 5.5046 -2.6273 -2.7969 0.088
C 0.8274 -0.7706 -1.1124 -0.141
C 3.4455 -3.0683 3.6398 -0.074
H -6.8528 -0.6370 -1.9546 0.089
C 1.3195 -3.7236 -4.7150 -0.029
C 1.9383 -0.7691 3.2116 -0.298
C 1.5405 -1.9886 2.6556 -0.124
H -3.5994 -2.1840 -2.7178 0.070
H 4.3729 4.3094 3.2597 0.112
H 6.4512 -0.8825 -0.5763 0.094
C 3.2072 -1.6734 -1.4263 -0.070
H 5.5436 -2.7668 0.8547 0.098
C -1.2655 0.1557 -0.3993 -0.177
C -4.4477 -1.5033 -2.8003 -0.046
C -1.3744 1.5229 -0.0511 -0.284
```

Summary:
Orbital gap: 5.52 eV
Energy relative to the best compared isomer or geometry (same formula, charge and spin): 0.334 eV
Charge: +1
Lowest unoccupied orbital energy: -4.49 eV